[1]
Molecular formula: C42H35HgN6O7
Method: DFT, ωB97M-V/def2-TZVPD

Atoms and positions in Å:
Hg1 -0.453 0.017 1.118
C1 -3.438 2.993 1.829
O1 -3.724 2.868 3.207
C2 -2.701 2.393 4.018
C3 -2.693 2.906 5.299
C4 -1.716 2.536 6.218
C5 -0.709 1.697 5.804
C6 -0.675 1.152 4.515
C7 0.474 0.363 4.178
N1 0.741 -0.207 3.049
N2 1.989 -0.711 2.923
C8 2.164 -1.756 2.129
O2 1.312 -2.582 1.751
C9 3.603 -1.893 1.733
C10 4.630 -1.521 2.595
C11 5.946 -1.573 2.177
C12 6.251 -1.980 0.886
C13 5.233 -2.341 0.019
C14 3.917 -2.312 0.444
C15 -1.746 1.411 3.598
O3 -1.898 0.789 2.482
H1 -4.298 3.502 1.392
H2 -3.298 2.024 1.350
H3 -2.536 3.588 1.661
H4 -3.473 3.606 5.570
H5 -1.736 2.930 7.229
H6 0.093 1.443 6.489
H7 1.229 0.277 4.972
H8 4.372 -1.183 3.585
H9 6.741 -1.289 2.859
H10 7.283 -1.999 0.557
H11 5.471 -2.643 -0.995
H12 3.111 -2.587 -0.219
O4 3.596 0.592 -2.716
C16 3.912 1.605 -1.872
C17 5.015 2.412 -2.130
C18 5.345 3.464 -1.291
C19 4.574 3.714 -0.169
C20 3.469 2.926 0.084
C21 3.114 1.868 -0.750
C22 1.905 1.090 -0.381
O5 1.123 1.606 0.453
N3 1.773 -0.102 -0.979
N4 0.742 -0.791 -0.504
C23 0.461 -1.975 -0.942
C24 -0.532 -2.740 -0.253
C25 -0.662 -4.126 -0.450
C26 -1.527 -4.849 0.337
C27 -2.278 -4.183 1.304
C28 -2.124 -2.810 1.407
N5 -1.293 -2.110 0.664
H13 4.277 0.525 -3.398
H14 5.623 2.214 -3.008
H15 6.197 4.089 -1.521
H16 4.836 4.520 0.501
H17 2.843 3.109 0.945
H18 1.033 -2.431 -1.753
H19 -0.056 -4.609 -1.205
H20 -1.623 -5.923 0.210
H21 -2.954 -4.723 1.950
H22 -2.695 -2.241 2.128
C29 -3.567 -4.364 -2.551
O6 -3.659 -3.015 -2.918
C30 -2.483 -2.358 -3.269
C31 -1.339 -2.991 -3.707
C32 -0.245 -2.237 -4.120
C33 -0.308 -0.855 -4.078
C34 -1.448 -0.214 -3.638
C35 -2.557 -0.945 -3.216
N6 -3.750 -0.387 -2.859
C36 -4.095 0.942 -2.756
C37 -3.359 2.010 -2.266
C38 -3.831 3.320 -2.538
C39 -3.169 4.440 -2.112
C40 -1.983 4.296 -1.378
C41 -1.516 3.055 -1.038
C42 -2.193 1.852 -1.388
O7 -1.858 0.724 -0.941
H23 -3.460 -5.018 -3.429
H24 -4.504 -4.606 -2.044
H25 -2.737 -4.526 -1.860
H26 -1.282 -4.070 -3.728
H27 0.652 -2.736 -4.459
H28 0.542 -0.268 -4.390
H29 -1.493 0.862 -3.617
H30 -4.475 -1.067 -2.666
H31 -5.100 1.146 -3.128
H32 -4.735 3.412 -3.132
H33 -3.554 5.426 -2.341
H34 -1.445 5.182 -1.063
H35 -0.610 2.947 -0.457

The lowest unoccupied orbital energy (spin up / spin down) is 4.213 / 4.212 eV. As for the energy above the lowest of the compared OMol25 structures with the same formula, charge and spin: 45.2 kcal/mol. The calculation puts the max |F| at 1.76 eV Å⁻¹. The calculation puts the HOMO energy (spin up / spin down) at -0.14 / -1.63 eV. As for the expectation value of S²: 0.781. Its charge is -2. The spin multiplicity is 2. Its electronic energy is -2630.062686 Ha.

Atomic partial charges in e from the Löwdin method, atoms 1 to 4:
1 Hg 1.233
2 C -0.090
3 O -0.107
4 C -0.209

=====

[2]
Molecular formula: C35H50N3PdSi3
Method: DFT, ωB97M-V/def2-TZVPD

Atoms and positions in Å:
Pd1 -0.483 0.082 -0.344
N1 1.378 0.717 -2.827
C1 2.445 -0.183 -2.748
C2 3.766 0.245 -2.891
C3 4.816 -0.655 -2.839
C4 4.561 -2.002 -2.634
C5 3.247 -2.425 -2.493
C6 2.168 -1.545 -2.552
C7 0.784 -2.113 -2.476
C8 0.572 -3.219 -3.315
C9 -0.597 -3.956 -3.287
C10 -1.596 -3.589 -2.399
C11 -1.412 -2.473 -1.595
C12 -0.249 -1.700 -1.613
H1 0.657 0.357 -2.200
H2 1.633 1.662 -2.576
H3 3.958 1.302 -3.039
H4 5.834 -0.299 -2.943
H5 5.372 -2.715 -2.566
H6 3.040 -3.473 -2.309
H7 1.360 -3.502 -4.005
H8 -0.723 -4.805 -3.948
H9 -2.519 -4.154 -2.340
H10 -2.218 -2.203 -0.923
C13 3.098 0.692 3.318
Si1 2.458 0.303 1.571
C14 3.799 -0.781 0.820
C15 2.600 1.932 0.636
C16 0.773 -0.446 1.566
Si2 0.792 -2.272 1.894
C17 1.524 -3.421 0.596
C18 -0.926 -2.994 2.213
C19 1.813 -2.697 3.443
Si3 -0.365 0.387 2.713
C20 -0.261 2.270 2.790
C21 -0.345 -0.104 4.545
C22 -2.172 0.023 2.164
C23 -3.283 0.050 3.007
C24 -4.551 -0.169 2.496
C25 -4.697 -0.401 1.137
C26 -3.561 -0.412 0.346
N2 -2.344 -0.224 0.851
H11 4.113 1.098 3.268
H12 3.130 -0.216 3.925
H13 2.476 1.419 3.845
H14 4.738 -0.218 0.826
H15 3.574 -1.045 -0.214
H16 3.962 -1.705 1.379
H17 3.634 2.289 0.670
H18 1.962 2.712 1.052
H19 2.327 1.788 -0.413
H20 0.850 -3.554 -0.250
H21 1.677 -4.399 1.066
H22 2.484 -3.080 0.211
H23 -1.542 -2.896 1.316
H24 -1.463 -2.533 3.045
H25 -0.822 -4.061 2.435
H26 2.875 -2.494 3.281
H27 1.716 -3.762 3.673
H28 1.502 -2.130 4.323
H29 0.626 2.579 3.350
H30 -1.136 2.660 3.318
H31 -0.225 2.756 1.814
H32 0.657 0.045 4.953
H33 -0.620 -1.148 4.706
H34 -1.031 0.525 5.121
H35 -3.141 0.242 4.063
H36 -5.417 -0.152 3.147
H37 -5.667 -0.562 0.687
H38 -3.618 -0.552 -0.727
C27 -2.190 5.247 -0.976
N3 -1.502 4.159 -0.313
C28 -0.222 3.908 -0.948
C29 -2.319 2.943 -0.189
C30 -2.544 2.177 -1.474
C31 -3.569 2.607 -2.320
C32 -3.780 2.009 -3.553
C33 -2.943 0.973 -3.938
C34 -1.942 0.528 -3.082
C35 -1.717 1.089 -1.817
H39 -1.584 6.153 -0.899
H40 -3.148 5.434 -0.487
H41 -2.379 5.056 -2.045
H42 0.420 4.783 -0.822
H43 -0.316 3.691 -2.024
H44 0.261 3.048 -0.485
H45 -3.273 3.250 0.253
H46 -1.820 2.289 0.525
H47 -4.214 3.421 -2.002
H48 -4.582 2.347 -4.199
H49 -3.077 0.494 -4.903
H50 -1.327 -0.298 -3.418

The lowest unoccupied orbital energy (spin up / spin down) is 2.623 / 2.412 eV. As for the energy above the lowest of the compared OMol25 structures with the same formula, charge and spin: 0.0 kcal/mol. The calculation puts the max |F| at 0.87 eV Å⁻¹. The calculation puts the HOMO energy (spin up / spin down) at -3.48 / -4.64 eV. As for the expectation value of S²: 2.008. Its charge is -1. The spin multiplicity is 3. Its electronic energy is -2524.400716 Ha.

Atomic partial charges in e from the Löwdin method, atoms 1 to 4:
1 Pd 0.838
2 N 0.127
3 C -0.277
4 C -0.050

=====

[3]
Molecular formula: C5H11O4
Method: DFT, ωB97M-V/def2-TZVPD

Atoms and positions in Å:
C1 -1.521 0.515 3.399
O1 -0.832 -0.733 3.458
C2 -0.842 -1.486 2.379
C3 -0.238 -2.775 2.422
O2 0.410 -3.212 3.382
H1 -1.560 0.898 4.423
H2 -0.974 1.217 2.756
H3 -2.540 0.362 3.019
H4 1.084 -0.010 0.631
H5 -0.375 -3.375 1.500
H6 -1.467 -1.186 1.532
O3 1.735 0.028 -1.355
C4 1.826 2.550 1.076
O4 1.540 1.862 -0.118
C5 1.825 0.501 -0.050
H7 1.432 3.566 0.973
H8 1.344 2.063 1.941
H9 2.912 2.600 1.261
H10 2.836 0.332 0.367
H11 2.075 -0.871 -1.395

The lowest unoccupied orbital energy (spin up / spin down) is 0.659 / -0.855 eV. As for the energy above the lowest of the compared OMol25 structures with the same formula, charge and spin: 0.3 kcal/mol. The calculation puts the max |F| at 0.86 eV Å⁻¹. The calculation puts the HOMO energy (spin up / spin down) at -8.38 / -9.68 eV. As for the expectation value of S²: 0.763. The spin multiplicity is 2. Its electronic energy is -497.959043 Ha.

Atomic partial charges in e from the Löwdin method, atoms 1 to 4:
1 C -0.045
2 O -0.083
3 C -0.130
4 C -0.288

=====

[4]
Molecular formula: C4H42O17
Method: DFT, ωB97M-V/def2-TZVPD

Atoms and positions in Å:
C1 -3.284 1.920 2.123
C2 -2.783 0.635 2.836
C3 -2.757 -0.442 2.041
C4 -2.196 -1.783 2.183
H1 -4.374 1.989 1.703
H2 -3.310 2.782 2.826
H3 -2.608 2.269 1.341
H4 -2.448 0.846 3.868
H5 -3.334 -0.473 1.110
H6 -2.271 -2.054 3.327
H7 -2.548 -2.750 1.625
H8 -1.078 -1.656 1.834
H9 1.803 -3.036 -2.020
H10 2.733 -2.386 -0.971
O1 1.838 -2.727 -1.119
H11 1.383 -0.509 0.296
H12 2.328 0.535 0.631
O2 2.211 -0.172 -0.087
H13 2.278 -3.951 2.079
H14 2.877 -2.726 1.589
O3 2.044 -3.073 2.195
H15 3.403 -0.226 -1.731
H16 3.657 -1.035 -3.076
O4 4.057 -0.527 -2.356
H17 -1.090 -3.563 -0.467
H18 0.082 -2.882 -0.892
O5 -0.834 -2.769 -0.955
H19 1.303 -0.785 -4.913
H20 0.613 -1.115 -3.607
O6 1.382 -1.324 -4.124
H21 2.135 1.599 -1.661
H22 1.182 1.555 -0.520
O7 1.491 2.122 -1.172
H23 -1.881 1.595 -1.259
H24 -1.999 0.066 -1.221
O8 -1.441 0.768 -1.552
H25 -0.617 4.092 -1.357
H26 -0.002 2.985 -0.551
O9 -0.868 3.277 -0.947
H27 1.276 -1.927 4.012
H28 0.684 -0.967 2.835
O10 1.005 -0.980 3.841
H29 0.381 1.034 -2.286
H30 -0.136 1.484 -3.549
O11 0.445 0.869 -3.209
H31 5.044 -1.510 -0.515
H32 3.704 -1.667 0.031
O12 4.644 -2.145 0.122
H33 1.346 2.519 2.599
H34 1.735 1.249 3.112
O13 1.961 1.881 2.414
H35 -4.674 0.091 -1.338
H36 -3.625 -0.529 -2.440
O14 -3.961 -0.506 -1.523
H37 -2.144 0.381 -3.093
H38 -1.562 -0.986 -3.471
O15 -2.273 -0.424 -3.672
H39 -0.583 1.767 1.230
H40 -0.826 0.674 0.364
O16 -0.060 1.030 0.797
H41 0.479 3.859 1.577
H42 -0.435 3.807 2.561
O17 0.499 3.923 2.550

The lowest unoccupied orbital energy (spin up / spin down) is -5.008 / -8.978 eV. As for the energy above the lowest of the compared OMol25 structures with the same formula, charge and spin: 26.6 kcal/mol. The calculation puts the max |F| at 5.99 eV Å⁻¹. The calculation puts the HOMO energy (spin up / spin down) at -13.10 / -13.10 eV. As for the expectation value of S²: 0.753. Its charge is +1. The spin multiplicity is 2. Its electronic energy is -1456.178965 Ha.

Atomic partial charges in e from the Löwdin method, atoms 1 to 4:
1 C -0.033
2 C 0.054
3 C -0.062
4 C -0.030

=====

Q: Which formula does entry 1 have?
A: C42H35HgN6O7

=====

Q: What is the energy above the lowest of the compared OMol25 structures with the same formula, charge and spin in the second record?
A: 0.0 kcal/mol

=====

Q: Among the records above, which one has the highest max |F|?
A: C4H42O17